--- a ---
16
Properties=species:S:1:pos:R:3 method="wB97M-V/def2-TZVPD" spin_multiplicity=1 homo_lumo_gap_ha=0.459
C 1.64761 1.03253 1.73553
C 0.99841 1.55206 0.45659
H 2.69541 0.74439 1.75103
H 1.44029 1.68176 2.58261
H 1.10938 0.10962 2.00417
H 0.29721 2.33604 0.74519
H 0.62434 0.90018 -0.32574
H 1.70948 2.14172 -0.14673
C -1.00799 -2.00670 -1.23827
C -1.64159 -0.63486 -0.96769
H -0.90776 -2.21658 -2.29747
H 0.03672 -1.95809 -0.89969
H -1.45254 -2.81324 -0.67057
H -1.46583 0.02535 -1.81477
H -1.35752 -0.13354 -0.04685
H -2.72562 -0.76065 -0.86734

---

--- b ---
16
Properties=species:S:1:pos:R:3 method="wB97M-V/def2-TZVPD" spin_multiplicity=1 homo_lumo_gap_ha=0.469
C 2.52774 -0.69288 -0.05223
C 1.41177 -1.58503 0.52979
H 2.17540 -0.17346 -0.94570
H 2.80131 0.05613 0.67905
H 3.40491 -1.23229 -0.40973
H 1.73141 -2.62668 0.58542
H 1.14532 -1.17095 1.49921
H 0.47634 -1.60340 -0.03279
C -1.42254 0.88701 -0.76706
C -2.46894 1.39756 0.25177
H -0.81208 0.20983 -0.18625
H -1.98124 0.28381 -1.48593
H -0.88191 1.66729 -1.28526
H -2.84501 0.56338 0.84078
H -2.02162 2.03996 1.01416
H -3.24085 1.97971 -0.23524

---

The computed energies, referenced to the most stable structure and given in kJ/mol, are a 15.1; b 0.0.

---

--- a ---
16
Properties=species:S:1:pos:R:3 method="wB97M-V/def2-TZVPD" spin_multiplicity=1 homo_lumo_gap_ha=0.462
C -1.70054 -1.17348 0.60431
C -1.59184 0.05162 1.49362
H -2.40832 -1.87463 1.05975
H -2.05818 -0.97044 -0.40331
H -0.80348 -1.78431 0.50024
H -2.17696 0.05772 2.40974
H -1.78156 1.02402 1.01765
H -0.58185 0.33253 1.75463
C 2.07710 0.19009 -1.62415
C 1.29882 0.96381 -0.56933
H 1.70365 -0.84401 -1.59387
H 1.66538 0.40552 -2.60050
H 3.13248 0.17928 -1.42231
H 1.31267 2.05461 -0.60956
H 1.65312 0.72394 0.44060
H 0.25950 0.66376 -0.45752

---

--- b ---
16
Properties=species:S:1:pos:R:3 method="wB97M-V/def2-TZVPD" spin_multiplicity=1 homo_lumo_gap_ha=0.459
C -1.92597 1.35746 -0.14820
C -2.28551 0.05357 0.62163
H -1.36035 1.25037 -1.06797
H -2.87039 1.84867 -0.38053
H -1.50766 2.04880 0.58255
H -2.62249 -0.77686 0.00162
H -3.16269 0.42955 1.13497
H -1.47413 -0.29525 1.25293
C 2.86771 -0.81371 -0.53984
C 1.42583 -0.61708 -0.07883
H 3.59600 -0.55944 0.24036
H 3.06764 -1.86923 -0.69032
H 3.07505 -0.05503 -1.29200
H 0.77727 -1.11102 -0.75444
H 1.19176 -1.25021 0.77423
H 1.20792 0.35942 0.34384

---

--- c ---
16
Properties=species:S:1:pos:R:3 method="wB97M-V/def2-TZVPD" spin_multiplicity=1 homo_lumo_gap_ha=0.430
C 1.48329 0.13207 1.93441
C 0.18877 -0.45340 1.61626
H 1.95531 0.75596 1.16310
H 1.18465 0.73540 2.75088
H 2.23013 -0.79370 2.20871
H -0.17159 -0.01982 0.56744
H -0.51772 -0.28109 2.47740
H 0.09225 -1.50127 1.22016
C -0.32311 0.82336 -1.77339
C -1.19520 -0.49979 -1.80778
H 0.81723 0.58499 -1.33056
H -0.34281 1.53403 -2.46865
H -0.85529 1.47584 -1.09450
H -0.71041 -1.36164 -2.04912
H -1.76732 -0.69621 -0.90718
H -2.06817 -0.43474 -2.50720

---

--- d ---
16
Properties=species:S:1:pos:R:3 method="wB97M-V/def2-TZVPD" spin_multiplicity=1 homo_lumo_gap_ha=0.475
C -0.65691 0.31196 -2.95913
C -0.43219 0.57273 -1.48487
H -0.20235 -0.63115 -3.26615
H -1.71478 0.23406 -3.22395
H -0.26354 1.09279 -3.60511
H -0.95158 1.47960 -1.17448
H 0.63122 0.69238 -1.29219
H -0.84737 -0.26505 -0.92774
C 1.03947 -1.01480 2.36699
C 0.05063 0.11219 2.06907
H 1.98493 -0.57777 2.70402
H 0.70773 -1.55229 3.21276
H 1.23091 -1.60552 1.48830
H -0.92328 -0.31861 1.83728
H 0.35108 0.84903 1.32504
H -0.09716 0.76110 2.94007

---

The computed energies, referenced to the most stable structure and given in kJ/mol, are a 45.3; b 55.4; c 207.9; d 0.0.

---

--- a ---
16
Properties=species:S:1:pos:R:3 method="wB97M-V/def2-TZVPD" spin_multiplicity=1 homo_lumo_gap_ha=0.474
C -1.30266 -1.10364 -1.95941
C 0.18655 -1.08599 -2.32330
H -1.85986 -1.50062 -2.80986
H -1.46561 -1.80165 -1.14556
H -1.61954 -0.12315 -1.62292
H 0.86846 -0.92640 -1.48958
H 0.46836 -1.99418 -2.84556
H 0.37434 -0.28755 -3.04844
C 0.75793 0.36747 2.01373
C 0.37005 1.84084 2.31791
H 0.25014 -0.25277 2.74430
H 0.43020 0.05501 1.02577
H 1.83079 0.21442 2.03764
H 1.19704 2.44398 2.68145
H -0.46208 1.84829 3.00715
H -0.02412 2.30595 1.41669

---

--- b ---
16
Properties=species:S:1:pos:R:3 method="wB97M-V/def2-TZVPD" spin_multiplicity=1 homo_lumo_gap_ha=0.467
C 1.24414 1.73907 0.54099
C 0.72924 1.34399 1.91599
H 0.94190 2.73898 0.22105
H 2.30634 1.56438 0.39149
H 0.72376 1.15349 -0.23218
H 1.01960 0.31649 2.11425
H -0.34187 1.51165 1.99887
H 1.20246 1.93788 2.69452
C -1.21925 -1.56420 -0.48359
C -0.87057 -1.52008 -1.96935
H -1.21589 -2.58210 -0.09601
H -0.41669 -1.03839 0.05438
H -2.04640 -1.01903 -0.02818
H -0.09332 -0.76122 -2.07846
H -1.59466 -1.37635 -2.77018
H -0.36879 -2.44456 -2.27359

---

The computed energies, referenced to the most stable structure and given in kJ/mol, are a 0.0; b 22.8.

---

--- a ---
16
Properties=species:S:1:pos:R:3 method="wB97M-V/def2-TZVPD" spin_multiplicity=1 homo_lumo_gap_ha=0.461
C 1.55648 -0.75493 0.84845
C 2.22406 -2.03528 0.32614
H 2.20468 -0.13696 1.46985
H 1.09384 -0.13724 0.07662
H 0.71863 -1.01071 1.49528
H 1.89148 -2.29856 -0.67299
H 1.95882 -2.82952 1.02874
H 3.31305 -2.03862 0.36725
C -2.19835 0.70892 -0.52698
C -1.63501 2.13993 -0.65062
H -2.37654 0.35836 0.48318
H -3.04195 0.45276 -1.16452
H -1.41873 0.09906 -1.00629
H -2.13250 2.67354 -1.45037
H -0.57157 2.12132 -0.91338
H -1.58639 2.68793 0.28962

---

--- b ---
16
Properties=species:S:1:pos:R:3 method="wB97M-V/def2-TZVPD" spin_multiplicity=1 homo_lumo_gap_ha=0.465
C 0.87526 1.87336 0.39136
C 1.41953 1.20712 1.63350
H 1.61096 1.83747 -0.40970
H -0.12210 1.58058 0.09194
H 0.68605 2.94557 0.55644
H 2.31741 1.65204 2.05479
H 1.44982 0.11570 1.57146
H 0.68857 1.30258 2.45457
C -0.49061 -1.16585 -0.74655
C -1.69657 -1.98366 -1.28923
H -0.21710 -1.55099 0.22710
H 0.33765 -1.19495 -1.43794
H -0.84607 -0.14367 -0.67667
H -2.63907 -1.47472 -1.08710
H -1.60239 -1.98516 -2.37643
H -1.77136 -3.01542 -0.95753

---

The computed energies, referenced to the most stable structure and given in kJ/mol, are a 7.0; b 0.0.